Density functional theory data (the ωB97M-V functional and the def2-TZVPD basis) for C36H32BF4O22 as an isolated structure.

Calculated values
Max |F| in hartree/bohr: 0.289
Energy above the lowest of the compared OMol25 structures with the same formula, charge and spin in kcal/mol: 45.87
E_HOMO in Eh: -0.25333
Energy in a.u.: -3470.34439
Charge: -1
M in g/mol: 903.4

```
95
Properties=species:S:1:pos:R:3:forces:R:3:lowdin_charge:R:1
B -0.16802 1.22494 0.16575 0.78 -1.65 -1.98 -1.299
F -0.95402 2.27394 -0.11225 -0.57 2.40 -0.49 0.187
F 1.20398 1.56394 0.33375 -0.83 -0.48 0.02 0.123
F -0.67402 0.65594 1.29175 -0.10 -1.05 2.04 0.165
F -0.30902 0.27694 -0.90825 0.68 0.37 0.75 0.095
C 6.22098 2.52894 2.85875 0.50 -2.87 2.30 0.101
C 5.97298 1.22494 3.44675 4.72 5.40 0.74 -0.209
C 4.94698 0.41194 3.00375 -2.47 -0.46 -1.54 -0.481
O 4.81198 -0.71706 3.40075 0.26 -2.03 1.04 0.124
C 4.03698 0.94194 2.06975 -1.06 4.82 -4.01 0.114
C 4.15398 2.36094 1.47975 -1.21 -5.73 1.31 -0.119
C 5.34398 3.13394 1.82775 2.03 2.46 0.58 -0.326
O 5.62798 4.25394 1.34375 -0.99 -2.68 0.81 0.094
O 3.31698 2.88094 0.60275 7.17 5.39 2.13 0.190
O 6.76498 0.71794 4.43975 -0.11 0.80 -0.56 0.076
H 7.08898 3.15794 3.22475 -1.24 -0.94 -0.54 0.139
H 3.38198 0.14494 1.66375 -0.08 1.13 0.18 0.121
H 2.70498 2.30094 0.47675 -6.71 -5.58 -1.77 -0.039
H 6.51398 -0.18706 4.72375 -0.46 0.57 -0.76 0.127
C 4.48398 -2.14006 -1.05725 -3.80 4.79 -1.67 0.097
C 3.43298 -1.04806 -1.19825 3.35 -6.21 2.09 -0.181
C 3.79098 0.17794 -1.82525 0.05 0.86 -0.86 -0.418
O 2.91498 1.02794 -1.87125 0.17 0.76 -0.24 0.105
C 5.12198 0.30394 -2.31425 5.30 -3.75 0.67 0.113
C 6.23598 -0.78406 -2.15325 -5.31 5.13 -1.80 -0.101
C 5.81098 -2.12406 -1.59025 0.87 0.38 1.60 -0.351
O 6.66798 -2.98206 -1.30825 -0.75 1.23 -1.05 0.068
O 7.49398 -0.56906 -2.55825 -2.96 1.87 -0.21 0.141
O 2.25098 -1.18106 -0.63225 -0.87 2.04 0.80 0.079
H 4.31398 -2.88606 -0.38325 -0.85 -2.13 1.41 0.080
H 5.40598 1.29894 -2.55125 0.47 0.55 -0.59 0.097
H 7.85798 -1.31706 -2.18025 2.62 -3.07 1.01 0.061
H 1.74098 -0.25406 -0.45225 1.70 -2.44 -1.33 0.164
C -6.03502 0.27394 -1.87625 -1.97 -3.11 7.01 0.135
C -6.12702 -0.20706 -0.35925 -7.63 -0.46 -12.76 -0.129
C -5.16202 0.00194 0.48875 6.69 1.57 6.59 -0.454
O -5.28202 -0.39206 1.66175 -0.33 -0.21 -0.10 0.110
C -3.98602 0.74994 0.11875 -0.03 3.58 -7.21 0.142
C -3.95502 1.41194 -1.33125 3.11 -0.05 6.53 -0.077
C -4.95102 1.04894 -2.28625 -0.37 1.17 -5.33 -0.387
O -4.87802 1.41394 -3.51225 0.20 -0.75 3.26 0.075
O -3.02102 2.38794 -1.67525 -1.67 -2.77 1.94 0.068
O -7.27602 -0.90706 -0.07425 1.07 5.02 -7.40 0.156
H -6.81902 -0.02106 -2.57725 0.33 0.16 0.40 0.121
H -3.33702 1.31094 0.75775 0.19 -0.55 0.82 0.069
H -2.37102 2.36894 -0.89825 -0.56 0.29 -1.38 0.092
H -7.22602 -1.35106 0.65575 0.85 -3.93 7.32 0.012
C -5.30402 3.31694 3.06775 3.15 4.23 -5.53 0.106
C -5.00502 4.33494 2.00575 -1.96 -2.99 3.66 -0.108
C -3.56002 4.48294 1.52675 -1.82 -0.86 2.06 -0.396
O -3.27402 5.41494 0.82275 0.36 0.53 -0.79 0.110
C -2.67802 3.47794 2.08575 1.54 -2.76 3.07 0.066
C -2.98002 2.50694 3.20075 2.07 1.27 -4.97 -0.093
C -4.38402 2.38294 3.70575 2.01 4.16 -3.50 -0.435
O -4.64802 1.73494 4.62175 -1.47 -3.35 3.98 0.191
O -2.11802 1.45494 3.47275 -3.18 2.52 1.46 0.113
O -5.96602 5.21994 1.51675 2.81 -0.94 0.50 0.049
H -6.25102 3.15394 3.32175 -3.95 -0.17 1.14 0.062
H -1.63202 3.56294 1.65675 -1.28 -0.43 0.83 0.134
H -1.58102 1.52294 2.72375 2.36 -0.58 -1.86 0.032
H -5.39202 5.89694 1.05975 -0.74 -0.64 0.17 0.123
C -1.52002 -4.96806 2.69375 -1.50 2.08 -9.19 0.114
C -1.86502 -5.02406 1.15875 2.58 2.95 7.79 -0.181
C -1.77402 -3.73906 0.32875 -0.63 1.80 3.02 -0.405
O -2.24502 -3.69306 -0.77225 -0.20 -1.05 -1.91 0.084
C -1.38102 -2.50506 1.04475 2.68 0.34 5.18 0.106
C -0.95702 -2.52806 2.53875 -0.46 -0.24 -5.55 -0.120
C -1.12202 -3.75306 3.36775 -0.80 -1.59 -2.46 -0.429
O -0.87802 -3.79706 4.51975 0.82 0.76 3.37 0.146
O -0.20602 -1.55406 3.06975 -1.67 -0.96 -1.20 0.131
O -2.30002 -6.09806 0.61575 -0.22 -0.91 -1.13 0.131
H -1.66902 -5.89006 3.06175 -0.30 -2.75 2.21 0.056
H -1.07002 -1.54206 0.53975 -0.82 -1.44 0.11 0.101
H -0.21702 -1.00206 2.27375 0.78 1.40 0.37 0.082
H -2.34202 -5.85606 -0.32325 -0.45 -0.35 -0.62 0.124
C -0.27902 0.75994 -4.30325 4.26 0.86 -1.31 -0.003
C -0.01902 2.25294 -4.73025 0.19 -1.03 0.78 -0.488
O 0.16398 2.57594 -5.86725 0.13 0.04 -1.05 0.053
C -0.06102 3.32994 -3.64225 1.55 1.00 0.08 -0.028
H -0.01602 -0.00506 -5.05625 -0.13 0.91 -0.53 0.076
H -1.28702 0.63994 -4.16125 -2.32 -0.39 1.63 0.040
H 0.54098 0.54194 -3.57425 -1.61 0.13 0.59 0.081
H 0.06198 4.32894 -4.18825 -0.14 -1.40 0.76 0.089
H 0.84498 3.27894 -2.83425 -2.65 -0.29 -1.68 0.136
H -1.11002 3.28294 -3.29625 0.71 0.11 0.79 0.066
C 0.26598 -3.26306 -2.58425 -1.46 -0.43 -1.36 -0.040
C 1.37698 -4.19506 -2.31825 3.67 -0.98 -0.64 -0.449
O 2.43698 -4.24506 -3.04225 -4.28 0.06 2.86 -0.001
C 1.17498 -5.09306 -1.07525 3.07 -5.10 -3.43 -0.020
H -0.65302 -3.82806 -2.86725 0.45 -0.14 0.70 0.098
H 0.49398 -2.86906 -3.55025 0.31 1.31 -0.39 0.072
H -0.08502 -2.54706 -1.82425 0.71 -0.25 -0.22 0.084
H 2.23398 -5.39606 -0.60525 -2.38 0.25 -1.38 0.121
H 0.46498 -6.18006 -1.40125 2.40 3.35 0.93 0.180
H 0.68598 -4.64806 -0.33425 -2.39 2.08 2.90 -0.033
```
Forces are in eV/Å.



Density functional theory data (the ωB97M-V functional and the def2-TZVPD basis) for one molecule with the formula C3H2Cl2OS2.

Calculated values
Max |F| in hartree/bohr: 0.128
Energy above the lowest of the compared OMol25 structures with the same formula, charge and spin in kcal/mol: 100.87
E_HOMO in Eh: -0.32168
Energy in a.u.: -1907.33443
M in g/mol: 189.1

```
10
Properties=species:S:1:pos:R:3:forces:R:3:lowdin_charge:R:1
C 1.16972 -0.48110 0.45595 0.18 -0.80 -1.61 -0.418
C 1.08382 -0.09027 -0.81010 -1.05 2.04 0.47 -0.442
C -1.18325 0.11337 0.00337 -3.01 -2.15 1.59 -1.703
O 0.14193 1.69636 1.19223 -0.50 -3.85 2.97 -0.609
S -0.13709 -0.07754 1.47722 0.01 6.44 -1.43 1.013
S -0.27994 0.86219 -1.22220 0.42 1.36 -2.28 0.910
Cl -1.55536 -1.57402 -0.54990 -0.47 -0.62 0.06 0.531
Cl -2.75624 0.83941 0.41836 0.77 0.17 -0.16 0.596
H 1.74795 -1.30728 0.62151 2.01 -1.60 1.26 0.059
H 1.76848 0.01889 -1.58642 1.66 -0.98 -0.87 0.065
```
Forces are in eV/Å.